{"formula": "C44H42NO2ReS3Sb2", "method": "ωB97M-V/def2-TZVPD", "orbital_gap_ev": [5.176, 6.196], "s_squared": 0.7904, "charge": 1, "e_lumo_ev": [-4.57, -4.08], "multiplicity": 2, "largest_force_ha_per_bohr": 0.049, "species": ["Re", "S", "C", "S", "S", "C", "C", "C", "Sb", "C", "C", "C", "C", "C", "C", "C", "C", "C", "C", "C", "C", "Sb", "C", "C", "C", "C", "C", "C", "C", "C", "C", "C", "C", "C", "H", "H", "H", "H", "H", "H", "H", "H", "H", "H", "H", "H", "H", "H", "H", "H", "H", "H", "H", "H", "H", "H", "H", "H", "H", "H", "C", "C", "C", "C", "C", "C", "C", "C", "C", "C", "C", "C", "C", "C", "H", "H", "H", "H", "H", "H", "H", "H", "H", "H", "H", "N", "C", "C", "O", "O", "H", "H", "H", "H", "H"], "xyz": [[-0.32, -1.37, 2.14], [-4.17, -0.63, 4.26], [-2.63, -0.89, 3.77], [-1.81, 0.29, 2.72], [-1.59, -2.19, 4.12], [0.13, 2.69, 0.12], [1.54, 2.51, -0.38], [2.40, 1.61, 0.50], [2.70, -0.41, -0.30], [3.36, 0.23, -2.26], [3.32, -0.71, -3.29], [3.76, -0.38, -4.56], [4.27, 0.88, -4.81], [4.34, 1.81, -3.79], [3.90, 1.48, -2.52], [0.62, -0.74, -0.95], [-0.12, -1.60, -0.05], [-2.09, -2.55, -1.53], [-1.63, -1.99, -2.83], [-0.71, -1.06, -3.09], [0.29, -0.45, -2.24], [-1.50, 1.32, -0.56], [-3.24, 2.09, 0.41], [-3.42, 3.46, 0.49], [-4.56, 3.96, 1.10], [-5.50, 3.10, 1.64], [-5.31, 1.73, 1.56], [-4.18, 1.23, 0.94], [-1.85, 1.97, -2.56], [-3.17, 2.04, -2.96], [-3.50, 2.58, -4.19], [-2.49, 3.05, -5.02], [-1.17, 2.97, -4.63], [-0.84, 2.44, -3.39], [-0.31, 3.59, -0.31], [0.06, 2.74, 1.20], [1.99, 3.51, -0.40], [1.53, 2.15, -1.41], [1.97, 1.47, 1.48], [3.40, 2.02, 0.62], [2.92, -1.70, -3.09], [3.71, -1.11, -5.35], [4.62, 1.14, -5.80], [4.74, 2.80, -3.98], [3.98, 2.21, -1.72], [0.32, -2.62, -0.09], [-3.19, -2.44, -1.53], [-2.20, -2.36, -3.68], [-0.60, -0.76, -4.13], [0.99, 0.17, -2.79], [-2.69, 4.14, 0.07], [-4.72, 5.03, 1.15], [-6.38, 3.49, 2.13], [-6.02, 1.04, 1.99], [-4.02, 0.16, 0.87], [-3.95, 1.68, -2.29], [-4.53, 2.65, -4.49], [-2.75, 3.49, -5.97], [-0.39, 3.32, -5.28], [0.19, 2.40, -3.09], [3.27, -5.18, 1.04], [4.30, -4.26, 1.14], [4.10, -3.04, 1.74], [2.84, -2.69, 2.26], [1.80, -3.63, 2.14], [2.01, -4.86, 1.54], [2.65, -1.42, 2.92], [1.46, -0.76, 3.06], [1.47, 0.37, 4.02], [0.83, 1.58, 3.76], [0.85, 2.61, 4.68], [1.52, 2.46, 5.88], [2.16, 1.26, 6.16], [2.12, 0.22, 5.25], [3.44, -6.14, 0.59], [5.28, -4.51, 0.75], [4.91, -2.34, 1.83], [0.84, -3.45, 2.65], [1.22, -5.59, 1.50], [3.54, -0.99, 3.36], [0.28, 1.70, 2.84], [0.32, 3.53, 4.47], [1.54, 3.27, 6.59], [2.67, 1.13, 7.10], [2.58, -0.73, 5.49], [-2.60, -4.57, -0.25], [-1.81, -4.05, -1.36], [-1.63, -1.71, -0.33], [-2.23, -0.47, -0.51], [-2.17, -2.25, 0.88], [-3.57, -4.72, -0.52], [-2.48, -3.18, 0.70], [-2.24, -5.46, 0.08], [-2.02, -4.56, -2.31], [-0.75, -4.21, -1.13]], "lowdin_spin": [0.772, 0.073, -0.006, -0.055, -0.004, -0.001, 0.000, 0.000, 0.005, 0.000, 0.000, 0.000, 0.000, 0.000, 0.000, 0.020, 0.032, 0.000, 0.005, 0.000, 0.010, 0.002, -0.002, 0.000, -0.001, 0.000, 0.000, -0.002, 0.001, 0.000, 0.000, 0.000, 0.000, 0.000, 0.000, 0.000, 0.000, 0.000, 0.000, 0.000, 0.000, 0.000, 0.000, 0.000, 0.000, 0.003, 0.000, 0.000, 0.000, 0.000, 0.000, 0.000, 0.000, 0.000, 0.000, 0.000, 0.000, 0.000, 0.000, 0.000, 0.013, 0.000, 0.012, 0.009, 0.012, 0.001, 0.103, -0.001, -0.001, -0.005, 0.000, -0.004, 0.000, -0.003, 0.001, 0.000, 0.000, 0.001, 0.000, 0.004, 0.000, 0.000, 0.000, 0.000, 0.001, 0.000, 0.000, 0.001, 0.001, 0.002, 0.000, 0.000, 0.000, 0.000, 0.000]}